No. 1
Computed, not measured: a structure of composition C43H53CuN5O2P at a distorted geometry, with ωB97M-V/def2-TZVPD.

ORCA input file:
```
! wB97M-V def2-TZVPD RIJCOSX def2/J DEFGRID3
* xyz 1 2
Cu 13.85 12.03 9.36
C 16.39 13.92 6.53
C 16.60 14.41 7.97
C 17.27 15.59 8.04
C 17.23 16.33 9.21
C 16.62 15.81 10.36
C 16.09 14.52 10.34
C 15.43 14.00 11.58
C 16.24 13.72 9.12
N 15.75 12.40 9.17
C 16.40 11.33 8.73
C 17.86 11.33 8.35
C 15.67 10.01 8.61
C 16.49 8.84 8.13
N 14.37 10.06 8.80
C 13.63 8.89 8.58
C 12.91 8.76 7.31
C 13.01 9.86 6.30
C 12.24 7.54 7.07
C 12.14 6.60 8.05
C 12.83 6.77 9.29
C 13.60 7.88 9.53
C 14.44 8.03 10.81
H 15.93 14.68 5.92
H 15.77 13.01 6.58
H 17.35 13.62 6.11
H 17.77 15.86 7.12
H 17.70 17.29 9.30
H 16.57 16.34 11.32
H 14.91 14.77 12.16
H 16.11 13.53 12.29
H 14.59 13.30 11.34
H 18.45 10.69 9.04
H 18.26 12.35 8.29
H 17.91 10.88 7.37
H 16.55 8.90 7.04
H 16.02 7.88 8.32
H 17.53 8.91 8.54
H 12.02 10.03 5.92
H 13.67 9.55 5.49
H 13.45 10.74 6.79
H 11.87 7.34 6.01
H 11.66 5.65 7.77
H 12.74 6.02 10.06
H 15.12 7.17 10.94
H 13.90 8.11 11.78
H 15.00 8.98 10.77
N 9.89 12.12 9.98
C 9.76 13.23 10.80
C 10.10 13.05 12.18
C 9.97 14.12 13.08
C 9.28 15.30 12.76
C 8.83 15.37 11.42
C 9.32 14.52 10.38
P 9.44 15.14 8.71
C 8.24 14.11 7.81
C 8.77 13.15 6.93
C 7.93 12.15 6.49
C 6.56 12.11 6.84
C 6.04 13.13 7.65
C 6.89 14.14 8.16
C 8.87 16.81 8.46
C 9.23 17.88 9.37
C 8.66 19.11 9.25
C 7.73 19.36 8.25
C 7.37 18.35 7.34
C 7.89 17.07 7.47
H 9.77 12.33 8.99
H 9.57 11.18 10.27
H 10.54 12.13 12.51
H 10.51 14.07 14.01
H 9.07 16.12 13.44
H 8.05 16.11 11.14
H 9.85 13.05 6.74
H 8.42 11.30 5.98
H 5.93 11.27 6.56
H 5.02 13.17 7.99
H 6.46 14.95 8.74
H 9.89 17.67 10.21
H 8.98 19.91 9.93
H 7.35 20.38 8.13
H 6.68 18.57 6.56
H 7.62 16.25 6.83
C 12.76 16.50 8.00
C 11.53 16.16 7.20
C 11.90 15.57 5.85
O 10.88 15.01 7.97
H 13.30 17.35 7.61
H 13.43 15.61 8.07
H 12.46 16.75 9.01
H 10.82 16.99 7.09
H 12.66 14.79 5.94
H 12.23 16.33 5.13
H 11.07 15.12 5.35
C 4.92 8.27 11.03
N 6.07 8.96 10.51
C 7.21 9.46 11.12
N 7.01 9.80 12.45
O 8.31 9.56 10.53
H 4.56 7.55 10.32
H 4.13 8.99 11.08
H 5.11 7.79 12.02
H 6.22 8.68 9.54
H 7.78 10.33 12.86
H 6.10 10.14 12.71
*
```

Relative energy (zero: lowest compared OMol25 entry of this formula, charge and spin), kcal per mole: 95.04
<S²>: 0.757
Strongest force on any atom, Eh/bohr: 0.067
Orbital gap (spin up / spin down), eV: 4.280 / 6.131
LUMO level (spin up / spin down), eV: -2.982 / -2.983

***

No. 2
Computed, not measured: a cluster of 2 separate species, C7H14O3 in total at a distorted geometry, with ωB97M-V/def2-TZVPD.

ORCA input file:
```
! wB97M-V def2-TZVPD RIJCOSX def2/J DEFGRID3
* xyz 0 1
C -0.91 1.17 -0.69
C -1.64 0.39 0.38
C -2.83 1.11 0.99
C -1.62 -1.08 0.36
O -0.85 -0.35 1.29
H -1.56 1.30 -1.55
H -0.63 2.15 -0.31
H -0.01 0.65 -0.99
H -3.58 1.29 0.22
H -3.27 0.51 1.78
H -2.51 2.06 1.40
H -2.44 -1.64 0.79
H -1.05 -1.60 -0.40
C 2.15 -0.68 -2.16
O 2.12 -0.20 -0.83
C 1.85 -0.98 0.32
C 2.15 -0.06 1.46
O 1.47 -2.11 0.32
H 1.60 -1.62 -2.26
H 1.72 0.09 -2.80
H 3.19 -0.85 -2.45
H 1.27 0.02 2.10
H 2.99 -0.46 2.02
H 2.40 0.90 0.99
*
```

Relative energy (zero: lowest compared OMol25 entry of this formula, charge and spin), kcal per mole: 41.74
SMILES: CC1(C)CO1.COC(C)=O
Strongest force on any atom, Eh/bohr: 0.035
Orbital gap, eV: 11.094
LUMO level, eV: 0.894

***

No. 3
Computed, not measured: a cluster of 2 separate species, C4H12 in total at a distorted geometry, with ωB97M-V/def2-TZVPD.

ORCA input file:
```
! wB97M-V def2-TZVPD RIJCOSX def2/J DEFGRID3
* xyz 0 1
C -0.70 2.26 1.03
C 0.17 1.25 1.81
H -0.13 3.19 0.89
H -0.80 1.87 0.02
H -1.62 2.56 1.52
H 0.67 0.67 1.03
H 0.92 1.61 2.51
H -0.46 0.50 2.30
C 0.99 -1.96 -1.53
C -0.48 -1.56 -1.33
H 1.50 -1.23 -2.08
H 1.44 -2.03 -0.54
H 1.08 -2.97 -1.93
H -0.75 -0.84 -2.11
H -1.19 -2.37 -1.16
H -0.64 -0.96 -0.42
*
```

Relative energy (zero: lowest compared OMol25 entry of this formula, charge and spin), kcal per mole: 10.92
SMILES: CC.CC
Strongest force on any atom, Eh/bohr: 0.053
Orbital gap, eV: 12.602
LUMO level, eV: 1.125

***

No. 4
Computed, not measured: an isolated molecule of C3H4O2 at a distorted geometry, with ωB97M-V/def2-TZVPD.

ORCA input file:
```
! wB97M-V def2-TZVPD RIJCOSX def2/J DEFGRID3
* xyz 0 1
C -0.97 0.71 -0.02
C -1.03 -0.63 0.04
O 0.25 -1.16 -0.01
C 1.17 -0.03 0.01
O 0.37 1.14 -0.01
H -1.71 1.54 -0.03
H -1.83 -1.38 -0.06
H 1.81 -0.23 -0.90
H 1.72 -0.04 0.95
*
```

Relative energy (zero: lowest compared OMol25 entry of this formula, charge and spin), kcal per mole: 41.65
SMILES: C1=COCO1
Strongest force on any atom, Eh/bohr: 0.031
Orbital gap, eV: 9.135
LUMO level, eV: 1.053

***

No. 5
Computed, not measured: a cluster of 4 separate species, C3H11N2O3 in total, with ωB97M-V/def2-TZVPD.

ORCA input file:
```
! wB97M-V def2-TZVPD RIJCOSX def2/J DEFGRID3
* xyz 1 1
C 0.43 -0.22 1.60
C 1.73 0.12 1.47
N 1.97 0.26 0.12
C 0.85 0.01 -0.55
N -0.10 -0.28 0.33
H -0.20 -0.43 2.45
H 2.52 0.36 2.17
H 2.78 0.56 -0.42
H 0.76 0.11 -1.61
H -1.08 -0.60 0.11
H -2.54 -2.35 0.09
H -3.26 -1.07 -0.48
O -2.39 -1.46 -0.23
H -5.47 -0.07 -0.49
H -4.51 0.44 0.57
O -4.57 0.24 -0.37
H 4.63 1.84 -0.94
H 4.37 1.34 -2.38
O 4.10 1.21 -1.45
*
```

Relative energy (zero: lowest compared OMol25 entry of this formula, charge and spin), kcal per mole: 1.34
Strongest force on any atom, Eh/bohr: 0.018
Orbital gap, eV: 11.351
LUMO level, eV: -2.432

***

No. 6
Computed, not measured: a structure of composition C42H58BN8OPdS3, with ωB97M-V/def2-TZVPD.

ORCA input file:
```
! wB97M-V def2-TZVPD RIJCOSX def2/J DEFGRID3
* xyz 3 5
Pd -0.10 0.13 -0.06
C 2.53 4.39 1.35
C 2.58 4.21 2.86
C 4.01 3.98 3.33
C 1.96 5.44 3.51
N 1.77 3.00 3.32
C 1.39 2.89 4.64
C 0.73 1.72 4.79
N 0.70 1.09 3.56
B 0.13 -0.31 3.26
N -1.32 -0.44 3.85
C -1.77 -0.87 5.03
C -3.15 -0.74 5.04
N -3.53 -0.20 3.88
C -2.40 -0.01 3.10
S -2.29 0.73 1.62
C -5.03 0.10 3.62
C -5.41 1.20 4.61
C -5.30 0.54 2.20
C -5.79 -1.20 3.91
N 1.12 -1.42 3.64
C 1.40 -2.07 4.82
C 2.40 -2.95 4.58
N 2.76 -2.83 3.26
C 1.97 -1.89 2.70
S 2.09 -1.30 1.07
C 3.88 -3.62 2.61
C 4.44 -4.60 3.63
C 3.31 -4.41 1.44
C 4.98 -2.65 2.19
C 1.35 1.89 2.68
S 1.72 1.46 1.03
H 2.97 5.37 1.13
H 1.50 4.41 0.97
H 3.11 3.65 0.81
H 4.62 4.83 3.03
H 4.43 3.08 2.88
H 4.07 3.89 4.41
H 2.46 6.32 3.11
H 2.12 5.48 4.59
H 0.90 5.53 3.30
H 1.61 3.65 5.37
H 0.29 1.29 5.67
H -0.02 -0.42 2.11
H -1.13 -1.24 5.81
H -3.84 -0.99 5.82
H -4.82 2.11 4.43
H -5.28 0.89 5.64
H -6.46 1.45 4.46
H -4.89 1.52 1.98
H -6.38 0.61 2.10
H -4.95 -0.18 1.46
H -5.72 -1.52 4.94
H -5.45 -2.00 3.25
H -6.84 -1.02 3.70
H 0.90 -1.85 5.74
H 2.88 -3.63 5.25
H 3.69 -5.31 3.98
H 4.90 -4.10 4.48
H 5.23 -5.18 3.14
H 2.55 -5.12 1.78
H 4.11 -4.98 0.97
H 2.87 -3.77 0.68
H 5.37 -2.11 3.06
H 4.63 -1.92 1.46
H 5.80 -3.21 1.75
C -1.22 -3.15 1.23
C -2.46 -2.74 0.49
C -3.71 -3.17 0.91
C -4.85 -2.84 0.20
C -4.76 -2.08 -0.95
C -3.52 -1.65 -1.43
C -3.48 -0.90 -2.73
C -2.39 -1.98 -0.69
N -1.10 -1.52 -1.11
C -0.55 -1.93 -2.19
C -1.08 -3.04 -3.04
C 0.74 -1.25 -2.59
C 1.35 -1.62 -3.90
N 1.21 -0.38 -1.79
C 2.50 0.21 -1.99
C 3.64 -0.61 -1.89
C 3.60 -2.11 -1.76
C 4.88 0.01 -1.97
C 5.00 1.38 -2.17
C 3.86 2.15 -2.31
C 2.59 1.59 -2.21
C 1.38 2.45 -2.39
H -1.47 -3.48 2.24
H -0.49 -2.35 1.30
H -0.72 -3.99 0.73
H -3.78 -3.79 1.80
H -5.82 -3.20 0.53
H -5.65 -1.84 -1.51
H -4.33 -0.22 -2.82
H -3.54 -1.60 -3.57
H -2.57 -0.31 -2.87
H -1.88 -3.57 -2.54
H -0.28 -3.73 -3.28
H -1.46 -2.64 -3.98
H 0.58 -1.64 -4.67
H 1.80 -2.62 -3.86
H 2.12 -0.91 -4.19
H 2.64 -2.50 -1.44
H 4.35 -2.44 -1.04
H 3.85 -2.57 -2.71
H 5.78 -0.60 -1.89
H 5.98 1.83 -2.24
H 3.94 3.21 -2.51
H 1.65 3.39 -2.86
H 0.92 2.71 -1.43
H 0.62 1.98 -3.02
O -2.10 2.38 -1.40
C -1.38 1.56 -1.19
*
```

<S²>: 6.041
Strongest force on any atom, Eh/bohr: 0.011
Orbital gap (spin up / spin down), eV: 7.539 / 5.091
LUMO level (spin up / spin down), eV: -7.820 / -10.516

***

No. 7
Computed, not measured: a cluster of 3 separate species, C3H14N3O2 in total at a distorted geometry, with ωB97M-V/def2-TZVPD.

ORCA input file:
```
! wB97M-V def2-TZVPD RIJCOSX def2/J DEFGRID3
* xyz 1 1
C 0.87 -0.78 0.84
C -0.49 -0.57 0.20
N -0.38 -0.46 -1.28
C -1.47 -0.35 -2.03
N -1.31 -0.18 -3.35
N -2.68 -0.16 -1.48
H 1.45 -1.69 0.76
H 0.77 -0.38 1.86
H 1.64 -0.13 0.35
H -1.20 -1.38 0.36
H -0.89 0.35 0.61
H 0.50 -0.75 -1.67
H -0.52 -0.62 -3.81
H -2.11 0.02 -3.93
H -3.56 -0.40 -1.90
H -2.65 -0.13 -0.47
H -1.10 2.98 0.95
H -2.56 3.06 0.68
O -1.93 2.66 1.32
H 5.71 -1.06 4.45
H 6.18 0.12 3.37
O 5.71 -0.15 4.17
*
```

Relative energy (zero: lowest compared OMol25 entry of this formula, charge and spin), kcal per mole: 25.42
Strongest force on any atom, Eh/bohr: 0.040
Orbital gap, eV: 10.150
LUMO level, eV: -3.038

***

No. 8
Computed, not measured: a structure of composition C27H43AsBF4N5OSi2Zr, with ωB97M-V/def2-TZVPD.

ORCA input file:
```
! wB97M-V def2-TZVPD RIJCOSX def2/J DEFGRID3
* xyz 2 1
Zr -0.31 0.10 -0.96
C 1.91 1.00 -2.94
N 1.97 0.21 -1.69
C 2.78 0.88 -0.65
C 2.11 2.15 -0.21
C 2.83 3.24 0.24
C 2.14 4.38 0.62
C 0.76 4.39 0.52
C 0.12 3.26 0.05
N 0.77 2.14 -0.29
C 2.58 -1.11 -2.00
C 1.86 -2.27 -1.37
C 2.43 -3.53 -1.40
C 1.73 -4.60 -0.87
C 0.48 -4.37 -0.31
C -0.01 -3.08 -0.30
N 0.65 -2.04 -0.84
C 0.93 0.34 -3.88
C 0.98 0.52 -5.25
C 0.07 -0.16 -6.04
C -0.84 -1.02 -5.44
C -0.83 -1.13 -4.06
N 0.03 -0.45 -3.29
H 2.90 1.05 -3.41
H 1.60 2.02 -2.72
H 3.79 1.09 -1.03
H 2.87 0.20 0.19
H 3.91 3.19 0.27
H 2.68 5.25 0.98
H 0.18 5.27 0.78
H -0.96 3.25 -0.05
H 3.63 -1.12 -1.69
H 2.58 -1.27 -3.08
H 3.41 -3.67 -1.83
H 2.16 -5.59 -0.89
H -0.10 -5.17 0.12
H -0.97 -2.86 0.14
H 1.72 1.18 -5.69
H 0.08 -0.04 -7.11
H -1.54 -1.59 -6.02
H -1.51 -1.79 -3.54
C 3.05 0.52 2.90
Si 1.81 -0.89 2.86
C 1.27 -1.33 4.59
C 2.64 -2.37 2.07
As -0.16 -0.35 1.67
Si -1.14 1.22 3.17
C 0.13 2.36 3.94
C -1.97 0.15 4.48
C -2.44 2.29 2.37
H 3.50 0.57 3.89
H 2.59 1.48 2.70
H 3.86 0.36 2.19
H 2.14 -1.63 5.17
H 0.56 -2.15 4.59
H 0.81 -0.48 5.11
H 3.47 -2.67 2.71
H 3.05 -2.13 1.09
H 1.97 -3.22 1.98
H 0.92 1.82 4.45
H -0.36 3.00 4.68
H 0.58 3.00 3.19
H -1.39 0.13 5.40
H -2.10 -0.88 4.14
H -2.95 0.56 4.72
H -2.02 3.13 1.81
H -3.03 2.72 3.18
H -3.12 1.75 1.71
F -2.93 1.03 -2.77
B -2.28 1.97 -2.01
F -0.87 1.95 -2.37
F -2.80 3.19 -1.94
F -2.12 1.38 -0.62
C -3.97 -1.16 0.81
N -4.21 -1.25 -0.63
C -5.61 -1.30 -1.06
C -3.24 -1.22 -1.50
O -2.01 -1.18 -1.18
H -4.27 -0.18 1.17
H -2.92 -1.33 1.03
H -4.58 -1.92 1.31
H -6.08 -2.19 -0.66
H -5.66 -1.32 -2.15
H -6.13 -0.42 -0.70
H -3.54 -1.27 -2.54
*
```

Relative energy (zero: lowest compared OMol25 entry of this formula, charge and spin), kcal per mole: 0.00
Strongest force on any atom, Eh/bohr: 0.013
Orbital gap, eV: 6.721
LUMO level, eV: -5.659